Formula: C64H101N7O31
Source: OMol25
Level of theory: ωB97M-V/def2-TZVPD

Properties
DFT total energy: -5214.75680 hartree
2S+1: 1

Each atom is followed by the atoms it is bonded to, with distances in Å.
CARTESIAN COORDINATES (ANGSTROEM)
1 C 16.20155 -16.54281 29.55538  C2 1.324, C7 1.467, H11 1.089
2 C 15.62135 -17.09146 28.49901  C1 1.324, C3 1.540, O10 1.281
3 C 14.98890 -16.27170 27.35908  C2 1.540, O4 1.195, C5 1.504
4 O 14.29100 -16.89744 26.61848  C3 1.195
5 C 15.29853 -14.80053 27.31859  C3 1.504, C6 1.349, H12 1.079
6 C 16.03036 -14.29403 28.33281  C5 1.349, C7 1.494, O9 1.312
7 C 16.46535 -15.10009 29.51259  C1 1.467, C6 1.494, O8 1.228
8 O 17.04887 -14.41665 30.34882  C7 1.228
9 O 16.51156 -13.08024 28.46140  C6 1.312, H13 0.986
10 O 15.41427 -18.33421 28.26572  C2 1.281, H14 0.989
11 H 16.51725 -17.16302 30.39364  C1 1.089
12 H 15.07303 -14.22346 26.43572  C5 1.079
13 H 17.03026 -13.11155 29.29932  O9 0.986
14 H 14.79404 -18.28785 27.49729  O10 0.989
15 C 8.75213 -14.58831 26.51855  C16 1.325, C21 1.434, H25 1.087
16 C 9.60233 -15.05674 27.42034  C15 1.325, C17 1.501, O24 1.319
17 C 10.85075 -15.79183 27.02656  C16 1.501, O18 1.195, C19 1.537
18 O 11.64932 -16.10246 27.85990  C17 1.195
19 C 10.97774 -16.13556 25.53354  C17 1.537, C20 1.337, H26 1.080
20 C 10.07836 -15.68391 24.65333  C19 1.337, C21 1.502, O23 1.324
21 C 8.97763 -14.77213 25.11463  C15 1.434, C20 1.502, O22 1.221
22 O 8.32469 -14.20803 24.25021  C21 1.221
23 O 9.96372 -15.84720 23.34467  C20 1.324, H27 0.982
24 O 9.39220 -14.86855 28.70885  C16 1.319, H28 0.977
25 H 7.88444 -14.07657 26.92650  C15 1.087
26 H 11.80972 -16.73314 25.19192  C19 1.080
27 H 9.20396 -15.24171 23.20041  O23 0.982
28 H 10.13289 -15.21848 29.24049  O24 0.977
29 C 4.04175 -10.55420 27.67194  C30 1.351, C35 1.483, H39 1.093
30 C 5.29328 -10.12294 27.40410  C29 1.351, C31 1.475, O38 1.360
31 C 6.26315 -10.94683 26.65785  C30 1.475, O32 1.222, C33 1.526
32 O 7.44319 -10.63776 26.59195  C31 1.222
33 C 5.78508 -12.26315 26.05090  C31 1.526, C34 1.353, H40 1.098
34 C 4.50269 -12.65170 26.23618  C33 1.353, C35 1.499, O37 1.347
35 C 3.56935 -11.82378 27.06738  C29 1.483, C34 1.499, O36 1.233
36 O 2.42596 -12.24110 27.26263  C35 1.233
37 O 3.88457 -13.74937 25.75961  C34 1.347, H41 0.985
38 O 5.93154 -9.02260 27.88629  C30 1.360, H42 0.975
39 H 3.38336 -9.94098 28.29182  C29 1.093
40 H 6.43928 -12.80147 25.35242  C33 1.098
41 H 3.01574 -13.78110 26.22310  O37 0.985
42 H 6.49448 -8.61246 27.20374  O38 0.975
43 C 17.05466 -12.07897 25.24409  C44 1.350, C49 1.463, H53 1.095
44 C 18.04818 -12.97491 25.42202  C43 1.350, C45 1.611, O52 1.308
45 C 19.21792 -12.63285 26.47551  C44 1.611, O46 1.243, C47 1.467
46 O 20.09681 -13.51132 26.49108  C45 1.243
47 C 19.21888 -11.35695 27.20013  C45 1.467, C48 1.332, H54 1.071
48 C 18.25655 -10.47357 26.93731  C47 1.332, C49 1.529, O51 1.282
49 C 17.09974 -10.82961 26.00303  C43 1.463, C48 1.529, O50 1.213
50 O 16.26346 -9.95156 25.97779  C49 1.213
51 O 18.04044 -9.37369 27.55863  C48 1.282, H55 0.989
52 O 18.35270 -14.10355 24.83577  C44 1.308, H56 0.984
53 H 16.16062 -12.15617 24.61643  C43 1.095
54 H 20.02179 -11.12828 27.87158  C47 1.071
55 H 17.19379 -9.00928 27.20053  O51 0.989
56 H 19.15740 -14.47201 25.26469  O52 0.984
57 C 12.96845 -9.99380 25.54529  C58 1.358, C63 1.405, H67 1.066
58 C 11.80584 -9.42325 25.13510  C57 1.358, C59 1.517, O66 1.356
59 C 10.49504 -10.18332 25.05728  C58 1.517, O60 1.228, C61 1.499
60 O 9.61881 -9.66521 24.37038  C59 1.228
61 C 10.37508 -11.51948 25.72629  C59 1.499, C62 1.355, H68 1.075
62 C 11.53029 -11.94805 26.28975  C61 1.355, C63 1.528, O65 1.321
63 C 12.89085 -11.27174 26.12496  C57 1.405, C62 1.528, O64 1.218
64 O 13.84023 -11.95965 26.45329  C63 1.218
65 O 11.78091 -13.10168 26.88259  C62 1.321, H69 0.990
66 O 11.63621 -8.21906 24.53516  C58 1.356, H70 0.962
67 H 13.95023 -9.60474 25.40225  C57 1.066
68 H 9.46202 -12.08475 25.67806  C61 1.075
69 H 12.76205 -13.02533 26.98751  O65 0.990
70 H 10.87614 -8.40926 23.97689  O66 0.962
71 C 9.57640 -4.95352 21.93058  C72 1.355, C77 1.480, H81 1.104
72 C 10.04557 -4.15958 20.93718  C71 1.355, C73 1.536, O80 1.311
73 C 10.03395 -4.66664 19.48735  C72 1.536, O74 1.248, C75 1.416
74 O 10.49966 -3.83471 18.68190  C73 1.248
75 C 9.48157 -5.93298 19.17510  C73 1.416, C76 1.380, H82 1.090
76 C 8.93573 -6.72104 20.16807  C75 1.380, C77 1.537, O79 1.302
77 C 9.28790 -6.37167 21.62254  C71 1.480, C76 1.537, O78 1.220
78 O 9.38391 -7.24313 22.47075  C77 1.220
79 O 8.40161 -7.88770 19.94595  C76 1.302, H83 1.017
80 O 10.49415 -2.92819 20.95355  C72 1.311, H84 1.019
81 H 9.50232 -4.75066 23.01313  C71 1.104
82 H 9.43837 -6.21852 18.12441  C75 1.090
83 H 8.20626 -8.39488 20.80566  O79 1.017
84 H 10.80447 -2.84167 19.98637  O80 1.019
85 C 6.83949 -11.80707 22.75495  C86 1.544, H91 1.095, H92 1.114, H93 1.083
86 C 7.62043 -10.92885 21.75427  C85 1.544, C87 1.534, N90 1.451, H94 1.096
87 C 7.03113 -11.14809 20.35551  C86 1.534, O88 1.377, H95 1.096, H96 1.120
88 O 6.98436 -12.47341 19.98568  C87 1.377, C89 1.429
89 C 6.75939 -12.48712 18.57407  O88 1.429, H97 1.114, H98 1.089, H99 1.092
90 N 7.64170 -9.50594 22.03831  C86 1.451, H100 1.020, H101 1.008
91 H 6.93567 -12.85797 22.46285  C85 1.095
92 H 5.78279 -11.45464 22.75974  C85 1.114
93 H 7.30472 -11.59474 23.70914  C85 1.083
94 H 8.64455 -11.31190 21.82647  C86 1.096
95 H 7.60910 -10.69495 19.54157  C87 1.096
96 H 6.04074 -10.62759 20.31409  C87 1.120
97 H 5.85525 -11.87256 18.36180  C89 1.114
98 H 6.62980 -13.51730 18.24592  C89 1.089
99 H 7.63276 -12.08283 18.05725  C89 1.092
100 H 7.87931 -9.27173 23.00221  N90 1.020
101 H 6.69135 -9.20703 21.88314  N90 1.008
102 C 12.83838 -14.03163 30.23955  C103 1.564, H108 1.120, H109 1.103, H110 1.084
103 C 12.00169 -14.78562 31.32537  C102 1.564, C104 1.558, N107 1.545, H111 1.099
104 C 11.13486 -13.73005 32.07446  C103 1.558, O105 1.396, H112 1.097, H113 1.118
105 O 11.90510 -12.65683 32.52629  C104 1.396, C106 1.416
106 C 11.13519 -11.80486 33.35549  O105 1.416, H114 1.086, H115 1.084, H116 1.104
107 N 11.05688 -15.83672 30.70059  C103 1.545, H117 1.017, H118 0.996
108 H 12.20862 -13.34311 29.61991  C102 1.120
109 H 13.37032 -14.79600 29.64918  C102 1.103
110 H 13.55476 -13.51907 30.87189  C102 1.084
111 H 12.66335 -15.31771 32.02345  C103 1.099
112 H 10.69177 -14.21363 32.95354  C104 1.097
113 H 10.29964 -13.42224 31.39775  C104 1.118
114 H 10.31350 -11.46392 32.73252  C106 1.086
115 H 11.80254 -10.98855 33.60806  C106 1.084
116 H 10.72017 -12.28255 34.26045  C106 1.104
117 H 11.62317 -16.54153 30.23459  N107 1.017
118 H 10.58343 -16.32599 31.42786  N107 0.996
119 C 12.76629 -6.66352 21.64407  C120 1.526, H125 1.087, H126 1.082, H127 1.094
120 C 13.77529 -6.94776 20.53529  C119 1.526, C121 1.514, N124 1.425, H128 1.094
121 C 13.22104 -6.36067 19.25462  C120 1.514, O122 1.403, H129 1.119, H130 1.127
122 O 14.11515 -6.58344 18.19687  C121 1.403, C123 1.418
123 C 13.52648 -6.55718 16.90746  O122 1.418, H131 1.095, H132 1.099, H133 1.115
124 N 15.05578 -6.48670 20.95726  C120 1.425, H134 1.006, H135 1.024
125 H 13.16211 -6.81059 22.64539  C119 1.087
126 H 11.88514 -7.29078 21.65314  C119 1.082
127 H 12.41312 -5.62812 21.64011  C119 1.094
128 H 13.85526 -8.03147 20.40877  C120 1.094
129 H 13.14283 -5.26053 19.44221  C121 1.119
130 H 12.22593 -6.79983 18.95940  C121 1.127
131 H 12.65397 -7.21463 16.83949  C123 1.095
132 H 14.24626 -6.80755 16.11624  C123 1.099
133 H 13.22576 -5.49596 16.74702  C123 1.115
134 H 15.03287 -5.48977 21.09203  N124 1.006
135 H 15.68053 -6.52138 20.14631  N124 1.024
136 C 17.22011 -5.57342 26.25214  C137 1.567, H142 1.086, H143 1.085, H144 1.087
137 C 16.00975 -6.28828 25.55877  C136 1.567, C138 1.548, N141 1.424, H145 1.104
138 C 14.79539 -5.39862 25.91828  C137 1.548, O139 1.396, H146 1.121, H147 1.110
139 O 14.51391 -5.36629 27.28479  C138 1.396, C140 1.377
140 C 13.69287 -6.41852 27.62233  O139 1.377, H148 1.116, H149 1.058, H150 1.095
141 N 16.08425 -6.22190 24.13842  C137 1.424, H151 1.030, H152 1.005
142 H 17.35049 -4.60903 25.76980  C136 1.086
143 H 18.11338 -6.18364 26.17453  C136 1.085
144 H 17.00424 -5.44026 27.30930  C136 1.087
145 H 15.89484 -7.33119 25.90098  C137 1.104
146 H 13.95329 -5.85521 25.33514  C138 1.121
147 H 14.99288 -4.36616 25.56196  C138 1.110
148 H 12.66980 -6.25092 27.20845  C140 1.116
149 H 13.63187 -6.48783 28.67609  C140 1.058
150 H 14.05156 -7.36253 27.19924  C140 1.095
151 H 16.93492 -6.65834 23.75627  N141 1.030
152 H 15.34288 -6.71064 23.66879  N141 1.005
153 C 8.09384 -11.52344 29.80297  C154 1.484, H159 1.090, H160 1.096, H161 1.101
154 C 9.08152 -10.63227 30.46082  C153 1.484, C155 1.536, N158 1.429, H162 1.087
155 C 9.49903 -9.68672 29.32513  C154 1.536, O156 1.431, H163 1.125, H164 1.114
156 O 10.42526 -8.69604 29.78255  C155 1.431, C157 1.369
157 C 10.89676 -7.86122 28.80543  O156 1.369, H165 1.100, H166 1.110, H167 1.112
158 N 8.57256 -9.92433 31.59336  C154 1.429, H168 1.024, H169 1.009
159 H 7.80078 -12.44660 30.30263  C153 1.090
160 H 8.51458 -11.92929 28.87615  C153 1.096
161 H 7.14283 -10.99717 29.62602  C153 1.101
162 H 9.97606 -11.19566 30.71346  C154 1.087
163 H 8.53314 -9.22029 28.98633  C155 1.125
164 H 9.85458 -10.13151 28.36807  C155 1.114
165 H 11.20755 -6.91012 29.26182  C157 1.100
166 H 10.13128 -7.66670 28.02587  C157 1.110
167 H 11.72760 -8.33509 28.23855  C157 1.112
168 H 7.64780 -9.57638 31.32391  N158 1.024
169 H 9.18321 -9.13368 31.73649  N158 1.009
170 C 14.07308 -9.99928 29.39280  C171 1.513, H176 1.079, H177 1.105, H178 1.101
171 C 14.87899 -10.10544 30.66909  C170 1.513, C172 1.554, N175 1.452, H179 1.093
172 C 15.73526 -8.83191 30.91409  C171 1.554, O173 1.396, H180 1.097, H181 1.122
173 O 15.76337 -8.01155 29.78445  C172 1.396, C174 1.437
174 C 16.45075 -6.80529 30.15553  O173 1.437, H182 1.137, H183 1.121, H184 1.096
175 N 14.16029 -10.52514 31.85917  C171 1.452, H185 1.018, H186 1.017
176 H 13.36330 -9.18748 29.34598  C170 1.079
177 H 13.52156 -10.94767 29.26014  C170 1.105
178 H 14.74586 -9.92436 28.52438  C170 1.101
179 H 15.60145 -10.90257 30.47544  C171 1.093
180 H 16.76073 -9.13343 31.16030  C172 1.097
181 H 15.30885 -8.21264 31.74663  C172 1.122
182 H 17.56041 -7.03865 30.06815  C174 1.137
183 H 16.20708 -6.40885 31.17491  C174 1.121
184 H 16.13928 -6.02618 29.45007  C174 1.096
185 H 13.26588 -10.04296 31.91659  N175 1.018
186 H 13.90749 -11.50912 31.80469  N175 1.017
187 C 14.05905 -14.74319 23.75776  C188 1.537, H193 1.098, H194 1.099, H195 1.117
188 C 14.07212 -14.45566 22.24807  C187 1.537, C189 1.561, N192 1.584, H196 1.089
189 C 14.75043 -13.06189 22.06279  C188 1.561, O190 1.416, H197 1.098, H198 1.102
190 O 14.09820 -12.06385 22.82599  C189 1.416, C191 1.438
191 C 14.45064 -10.78326 22.27518  O190 1.438, H199 1.114, H200 1.094, H201 1.086
192 N 14.96789 -15.41840 21.36548  C188 1.584, H202 1.024, H203 1.025
193 H 13.48617 -15.64974 23.99477  C187 1.098
194 H 13.45641 -13.93430 24.19305  C187 1.099
195 H 15.05338 -14.78461 24.26519  C187 1.117
196 H 13.08022 -14.38364 21.80520  C188 1.089
197 H 14.67138 -12.89169 20.98126  C189 1.098
198 H 15.80699 -13.15720 22.36198  C189 1.102
199 H 15.54104 -10.65872 22.46376  C191 1.114
200 H 13.94039 -10.00866 22.85615  C191 1.094
201 H 14.26232 -10.69403 21.20974  C191 1.086
202 H 14.54239 -15.48488 20.43641  N192 1.024
203 H 14.98145 -16.36303 21.76218  N192 1.025